Record 1
Computed, not measured: C5H13N in the gas phase at a distorted geometry, with the ωB97M-V functional and the def2-TZVPD basis.

ORCA input file:
```
! RIJCOSX wB97M-V def2-TZVPD def2/J DEFGRID3
* xyz 0 1
C 1.465 -1.926 0.928
C 1.878 -0.693 0.262
C 0.893 -0.158 -0.649
N -0.230 0.479 0.087
C -1.568 0.432 -0.533
C -2.250 1.750 -0.055
H 2.113 -2.237 1.738
H 0.384 -2.050 1.297
H 1.625 -2.732 0.198
H 2.757 -0.721 -0.283
H 2.033 -0.023 1.049
H 1.561 0.651 -1.059
H 0.485 -0.937 -1.352
H 0.053 1.487 0.074
H -2.411 -0.296 -0.342
H -1.531 0.552 -1.579
H -1.842 2.611 -0.614
H -2.071 1.898 0.990
H -3.343 1.912 -0.158
*
```

Its SMILES is CCCNCC. Its HOMO-LUMO gap is 0.36859 hartree. The energy above the lowest of the compared OMol25 structures with the same formula, charge and spin comes out at 46.5 kcal/mol. As for the largest force on an atom: 0.0687 Eh/bohr. The calculated total energy is -252.98901 Ha.

=====

Record 2
Computed, not measured: C5H13N in the gas phase at a distorted geometry, with the ωB97M-V functional and the def2-TZVPD basis.

ORCA input file:
```
! RIJCOSX wB97M-V def2-TZVPD def2/J DEFGRID3
* xyz 0 1
C -0.152 -1.036 1.873
C 0.066 0.310 1.226
N 0.559 0.222 -0.166
C 1.582 1.217 -0.484
C -0.569 0.352 -1.125
C -1.146 -1.032 -1.453
H 0.187 -0.979 2.908
H -1.217 -1.303 1.856
H 0.392 -1.865 1.404
H 0.720 0.894 1.872
H -0.834 0.943 1.284
H 2.355 1.153 0.285
H 1.149 2.233 -0.396
H 2.058 1.028 -1.435
H -0.089 0.716 -2.061
H -1.251 1.182 -0.903
H -1.555 -0.977 -2.471
H -1.965 -1.355 -0.827
H -0.287 -1.704 -1.387
*
```

Its SMILES is CCN(C)CC. Its HOMO-LUMO gap is 0.35931 hartree. The energy above the lowest of the compared OMol25 structures with the same formula, charge and spin comes out at 26.1 kcal/mol. As for the largest force on an atom: 0.0370 Eh/bohr. The calculated total energy is -253.02149 Ha.

=====

Record 3
Computed, not measured: a molecular structure, C5H13N at a distorted geometry, with the ωB97M-V functional and the def2-TZVPD basis.

ORCA input file:
```
! RIJCOSX wB97M-V def2-TZVPD def2/J DEFGRID3
* xyz 0 1
C -1.752 0.799 0.699
C -2.428 -0.540 0.974
C -0.818 0.806 -0.496
N 0.728 0.279 0.231
C 1.686 0.033 -0.857
C 2.678 -0.977 -0.317
H -2.414 1.637 0.824
H -1.050 0.861 1.533
H -2.775 -0.595 1.999
H -1.656 -1.284 0.869
H -3.183 -0.869 0.262
H -0.923 1.731 -1.083
H -0.827 -0.054 -1.153
H 0.352 1.248 -0.047
H 1.285 -0.274 -1.816
H 2.258 0.933 -1.011
H 3.285 -0.544 0.479
H 2.185 -1.892 -0.002
H 3.367 -1.297 -1.087
*
```

Its HOMO-LUMO gap is 0.36816 hartree. The energy above the lowest of the compared OMol25 structures with the same formula, charge and spin comes out at 90.2 kcal/mol. As for the largest force on an atom: 0.0646 Eh/bohr. The calculated total energy is -252.91941 Ha.

=====

Record 4
Computed, not measured: 2 unconnected molecules or ions with the total composition C5H13N at a distorted geometry, with the ωB97M-V functional and the def2-TZVPD basis.

ORCA input file:
```
! RIJCOSX wB97M-V def2-TZVPD def2/J DEFGRID3
* xyz 0 1
C 2.155 2.014 -2.845
C 2.200 0.842 -2.166
C 1.241 0.460 -1.062
H 2.946 2.085 -3.732
H 1.121 2.440 -2.931
H 2.954 0.083 -2.403
H 0.913 1.259 -0.399
H 1.603 -0.238 -0.270
H 0.550 -0.230 -1.505
C -1.009 -0.163 2.579
N -2.108 -1.047 2.284
C -2.122 -1.418 0.805
H -0.792 -0.037 3.671
H -1.257 0.782 1.989
H -0.134 -0.465 1.965
H -1.880 -1.991 2.629
H -2.832 -0.712 0.456
H -1.153 -1.241 0.338
H -2.397 -2.424 0.598
*
```

Its SMILES is C=CC.CNC. Its HOMO-LUMO gap is 0.37010 hartree. The energy above the lowest of the compared OMol25 structures with the same formula, charge and spin comes out at 70.9 kcal/mol. As for the largest force on an atom: 0.0640 Eh/bohr. The calculated total energy is -252.95007 Ha.

=====

Record 5
Computed, not measured: 3 unconnected molecules or ions with the total composition C5H13N at a distorted geometry, with the ωB97M-V functional and the def2-TZVPD basis.

ORCA input file:
```
! RIJCOSX wB97M-V def2-TZVPD def2/J DEFGRID3
* xyz 0 1
C 0.483 0.011 0.158
C 0.840 -1.112 -0.786
C -0.771 1.297 -1.018
C 1.649 0.879 0.561
C -1.751 -0.781 0.772
N -0.558 0.018 1.002
H 0.354 -0.886 1.798
H 1.338 1.641 1.273
H 1.568 -0.762 -1.521
H -0.015 -1.517 -1.324
H 1.296 -1.928 -0.216
H -1.427 0.665 -1.611
H 0.020 1.744 -1.615
H -1.289 2.038 -0.417
H 2.073 1.362 -0.323
H 2.430 0.263 1.016
H -2.575 -0.105 0.544
H -1.984 -1.282 1.714
H -1.681 -1.543 -0.007
*
```

Its HOMO-LUMO gap (alpha / beta) is 0.30119 / 0.30117 hartree. The energy above the lowest of the compared OMol25 structures with the same formula, charge and spin comes out at 119.8 kcal/mol. As for the largest force on an atom: 0.1334 Eh/bohr. The calculated total energy is -252.87217 Ha.

=====

Record 6
Computed, not measured: a gas-phase ion, C5H13N (charge +1) at a distorted geometry, with the ωB97M-V functional and the def2-TZVPD basis.

ORCA input file:
```
! RIJCOSX wB97M-V def2-TZVPD def2/J DEFGRID3
* xyz 1 2
C -1.880 -2.033 0.389
N -0.535 -1.428 0.736
C -0.508 -0.083 -0.099
C 0.765 0.720 0.253
C 2.001 0.050 -0.365
C 0.555 2.139 -0.317
H -1.795 -2.488 -0.619
H -2.801 -1.341 0.515
H -2.299 -2.806 1.144
H -0.883 -0.962 1.557
H -1.391 0.563 -0.169
H -0.409 -0.374 -1.197
H 0.924 0.911 1.400
H 2.734 0.862 -0.408
H 1.849 -0.304 -1.463
H 2.328 -0.884 0.083
H -0.552 2.341 0.032
H 0.649 2.173 -1.482
H 1.248 2.944 0.010
*
```

Its HOMO-LUMO gap (alpha / beta) is 0.44543 / 0.21080 hartree. The energy above the lowest of the compared OMol25 structures with the same formula, charge and spin comes out at 82.5 kcal/mol. As for the largest force on an atom: 0.1615 Eh/bohr. The calculated total energy is -252.62149 Ha.

=====

Record 7
Computed, not measured: 2 unconnected molecules or ions with the total composition C5H13N2 at a distorted geometry, with the ωB97M-V functional and the def2-TZVPD basis.

ORCA input file:
```
! RIJCOSX wB97M-V def2-TZVPD def2/J DEFGRID3
* xyz 0 2
N -0.337 2.027 0.456
C -0.071 0.606 0.607
C 1.427 0.494 1.025
C 2.326 0.076 -0.110
C 2.650 -1.178 -0.421
C -1.076 0.065 1.603
N -2.427 0.100 0.932
H -0.580 2.461 1.354
H -0.169 0.224 -0.417
H -2.420 0.989 0.440
H -2.587 -2.002 -6.131
H 1.449 -0.231 1.858
H 1.681 1.520 1.319
H 2.454 0.957 -0.733
H 2.381 -1.983 0.272
H 3.120 -1.315 -1.397
H -0.892 -0.992 1.841
H -1.051 0.684 2.508
H -2.655 -2.601 -6.564
H -3.222 0.097 1.558
*
```

Its HOMO-LUMO gap (alpha / beta) is 0.38692 / 0.33517 hartree. The energy above the lowest of the compared OMol25 structures with the same formula, charge and spin comes out at 51.7 kcal/mol. As for the largest force on an atom: 0.0370 Eh/bohr. The calculated total energy is -307.66675 Ha.

=====

Record 8
Computed, not measured: a gas-phase ion, C5H13N2 (charge +1) at a distorted geometry, with the ωB97M-V functional and the def2-TZVPD basis.

ORCA input file:
```
! RIJCOSX wB97M-V def2-TZVPD def2/J DEFGRID3
* xyz 1 1
C -1.486 -1.292 0.289
C -0.634 -0.107 0.105
C -1.357 1.149 0.301
N 0.350 -0.248 -1.417
C 0.851 -0.152 0.073
C 1.526 1.180 0.316
N 1.595 -1.205 0.340
H -2.185 -1.493 -0.425
H -2.109 -1.067 1.249
H -0.933 -2.256 0.663
H -2.390 0.819 0.372
H -1.303 1.953 -0.534
H -1.017 1.693 1.215
H 0.388 -1.117 -1.803
H 0.394 0.456 -2.103
H 2.625 1.233 -0.070
H 1.654 1.229 1.411
H 1.074 2.140 0.065
H 2.459 -1.417 -0.139
H 1.181 -2.016 0.736
*
```

Its SMILES is CC1(C)[NH2+][C@]1(C)N. Its HOMO-LUMO gap is 0.39502 hartree. The energy above the lowest of the compared OMol25 structures with the same formula, charge and spin comes out at 72.5 kcal/mol. As for the largest force on an atom: 0.1181 Eh/bohr. The calculated total energy is -307.50601 Ha.

=====

Record 9
Computed, not measured: a gas-phase ion, C5H13N2 (charge +1) at a distorted geometry, with the ωB97M-V functional and the def2-TZVPD basis.

ORCA input file:
```
! RIJCOSX wB97M-V def2-TZVPD def2/J DEFGRID3
* xyz 1 1
C -0.844 -1.829 -1.054
C 0.050 -0.648 -0.880
N 0.010 0.545 -1.663
C 0.645 1.588 -0.984
N 0.051 1.508 0.498
C -0.271 0.041 0.735
C 0.387 -0.449 2.059
H -0.643 -2.703 -0.383
H -0.540 -2.123 -2.046
H -1.817 -1.520 -0.955
H 1.000 -0.987 -0.609
H -0.599 0.607 -2.438
H 1.665 1.572 -0.765
H 0.534 2.547 -1.314
H 0.672 2.026 1.112
H -0.782 2.015 0.685
H -1.244 -0.116 1.024
H 0.225 0.084 2.900
H 1.502 -0.611 1.823
H 0.000 -1.546 2.256
*
```

Its SMILES is C[C@H]1NC[NH2+][C@@H]1C. Its HOMO-LUMO gap is 0.39176 hartree. The energy above the lowest of the compared OMol25 structures with the same formula, charge and spin comes out at 76.2 kcal/mol. As for the largest force on an atom: 0.1420 Eh/bohr. The calculated total energy is -307.50010 Ha.

=====

Record 10
Computed, not measured: 2 unconnected molecules or ions with the total composition C5H13N2 at a distorted geometry, with the ωB97M-V functional and the def2-TZVPD basis.

ORCA input file:
```
! RIJCOSX wB97M-V def2-TZVPD def2/J DEFGRID3
* xyz 1 1
C -1.827 0.746 1.139
C -1.716 -1.526 1.769
N -1.144 -0.556 1.142
H -1.438 1.479 1.857
H -2.904 0.612 1.299
H -1.777 1.125 0.107
H -1.230 -2.573 1.822
H -2.574 -1.355 2.376
C 1.628 1.584 -0.593
C 1.140 0.284 -1.153
C 0.729 0.145 -2.422
N 1.162 -0.805 -0.150
H 1.246 2.373 -1.268
H 1.214 1.743 0.435
H 2.723 1.647 -0.576
H 0.654 -0.859 -2.820
H 0.745 1.034 -3.043
H 1.994 -0.656 0.438
H 1.285 -1.766 -0.537
H 0.208 -0.677 0.528
*
```

Its HOMO-LUMO gap is 0.39266 hartree. The energy above the lowest of the compared OMol25 structures with the same formula, charge and spin comes out at 58.2 kcal/mol. As for the largest force on an atom: 0.0522 Eh/bohr. The calculated total energy is -307.52885 Ha.

=====

Record 11
Computed, not measured: a gas-phase ion, C5H13N2 (charge +1) at a distorted geometry, with the ωB97M-V functional and the def2-TZVPD basis.

ORCA input file:
```
! RIJCOSX wB97M-V def2-TZVPD def2/J DEFGRID3
* xyz 1 1
C 1.364 -1.153 0.325
C 0.617 -0.142 -0.584
C 1.196 1.232 -0.601
N -0.969 -0.024 -0.036
C -0.891 0.698 1.224
C -2.056 -0.877 -0.370
N -1.968 0.381 -0.933
H 2.119 -1.748 -0.375
H 1.810 -0.720 1.112
H 0.808 -2.027 0.638
H 0.621 -0.427 -1.548
H 1.520 1.419 0.363
H 0.558 2.056 -0.767
H 2.049 1.407 -1.218
H -1.851 0.427 1.683
H -0.099 0.242 1.715
H -0.744 1.862 1.066
H -2.837 -1.097 0.527
H -1.793 -1.658 -1.079
H -1.568 0.574 -1.834
*
```

Its SMILES is CC(C)[N@+]1(C)CN1. Its HOMO-LUMO gap is 0.46096 hartree. The energy above the lowest of the compared OMol25 structures with the same formula, charge and spin comes out at 119.6 kcal/mol. As for the largest force on an atom: 0.1136 Eh/bohr. The calculated total energy is -307.43109 Ha.

=====

Record 12
Computed, not measured: a gas-phase ion, C5H13N2 (charge +1) at a distorted geometry, with the ωB97M-V functional and the def2-TZVPD basis.

ORCA input file:
```
! RIJCOSX wB97M-V def2-TZVPD def2/J DEFGRID3
* xyz 1 1
C -0.586 1.982 0.377
C -0.204 0.877 1.025
N -0.939 0.183 2.025
C 1.076 0.029 0.637
C 0.693 -0.850 -0.655
C 0.732 -0.119 -1.964
N -0.737 -1.282 -0.437
H -0.111 2.515 -0.417
H -1.662 2.055 0.507
H -0.282 -0.337 2.586
H -1.555 0.686 2.648
H 1.160 -0.585 1.537
H 2.038 0.507 0.390
H 1.382 -1.706 -0.568
H 0.106 0.762 -2.027
H 0.535 -0.887 -2.709
H 1.702 0.355 -2.142
H -0.815 -1.547 0.585
H -1.456 -0.544 -0.431
H -1.079 -2.092 -0.967
*
```

Its SMILES is C=C(N)C[C@H](C)[NH3+]. Its HOMO-LUMO gap is 0.35033 hartree. The energy above the lowest of the compared OMol25 structures with the same formula, charge and spin comes out at 52.4 kcal/mol. As for the largest force on an atom: 0.0554 Eh/bohr. The calculated total energy is -307.53816 Ha.

=====

Among the records above, which one has the highest calculated total energy?
number 6